Entry from OMol25: one molecule with the formula C19H21BN2O3S in a non-equilibrium geometry (ωB97M-V/def2-TZVPD).

## Properties
Structure (SMILES)   OB(O)c1cc2cc(CNc3ccc(N4CCOCC4)cc3)ccc2s1
Orbital gap   0.270 Eh
Relative energy (zero: lowest compared OMol25 entry of this formula, charge and spin)   0.0 kJ/mol
Total energy   -1494.9765 Eh
Lowest unoccupied orbital energy   0.45 eV

Positions of all 47 atoms, in Å:
O (3.939, -1.525, 0.368)
B (4.464, -0.636, -0.585)
O (5.756, -0.807, -1.051)
C (3.574, 0.487, -1.120)
C (2.337, 0.247, -1.613)
C (1.588, 1.428, -1.881)
C (0.214, 1.571, -2.220)
C (-0.370, 2.823, -2.277)
C (-1.875, 2.986, -2.474)
N (-2.700, 1.771, -2.264)
C (-2.540, 0.915, -1.162)
C (-2.804, -0.457, -1.239)
C (-2.454, -1.289, -0.182)
C (-1.766, -0.807, 0.931)
N (-1.225, -1.745, 1.869)
C (0.094, -1.596, 2.471)
C (-0.029, -2.106, 3.907)
O (-0.341, -3.479, 3.953)
C (-1.589, -3.742, 3.313)
C (-1.631, -3.149, 1.885)
C (-1.534, 0.563, 1.025)
C (-1.972, 1.395, 0.030)
C (0.440, 3.946, -2.009)
C (1.798, 3.821, -1.819)
C (2.366, 2.583, -1.687)
S (4.048, 2.180, -1.273)
H (4.657, -2.117, 0.581)
H (6.000, -0.201, -1.766)
H (1.861, -0.720, -1.631)
H (-0.349, 0.695, -2.404)
H (-2.072, 3.358, -3.467)
H (-2.279, 3.739, -1.762)
H (-3.010, 1.364, -3.152)
H (-3.197, -0.853, -2.153)
H (-2.704, -2.336, -0.274)
H (0.417, -0.545, 2.383)
H (0.805, -2.171, 1.864)
H (-0.843, -1.571, 4.447)
H (0.907, -1.968, 4.457)
H (-1.701, -4.816, 3.228)
H (-2.394, -3.333, 3.949)
H (-0.918, -3.720, 1.256)
H (-2.630, -3.203, 1.427)
H (-1.065, 0.967, 1.911)
H (-1.732, 2.443, 0.088)
H (0.022, 4.914, -2.078)
H (2.435, 4.698, -1.799)